Record 1
Computed, not measured: an isolated ion of composition C4H10N2OS and charge +1, with wB97M-V/def2-TZVPD.

## Properties
HOMO energy (spin up / spin down) = -14.2 / -13.9 eV
multiplicity = 2
⟨S²⟩ = 0.76
LUMO energy (spin up / spin down) = -0.1078 / -0.3083 Ha
frontier orbital gap (spin up / spin down) = 11.276 / 5.486 eV
total charge = +1

Each line ends with the Löwdin charge.
CARTESIAN COORDINATES (ANGSTROEM)
H 2.26 -0.29 -1.20  0.166
H -2.50 1.57 -0.21  0.147
H 2.99 1.43 0.34  0.097
H -0.49 1.06 0.90  0.132
O -0.03 -0.47 -1.96  0.101
C -0.80 0.44 0.07  -0.289
H -2.08 -1.34 -0.06  0.091
N -1.72 1.14 -0.70  0.214
C 0.34 0.03 -0.92  -0.514
C 2.16 0.81 0.62  -0.039
H -2.09 0.66 -1.53  0.145
H 2.47 0.08 1.35  0.089
N 1.62 0.21 -0.60  0.057
S -0.13 -2.23 0.94  0.940
H -1.84 -0.76 1.57  0.091
H 1.43 1.51 1.02  0.085
H -0.25 -2.87 -0.24  -0.065
C -1.33 -0.97 0.63  -0.451

Record 2
Computed, not measured: one molecule with the formula C4H10N2S, with wB97M-V/def2-TZVPD.

## Properties
HOMO energy = -9.0 eV
SMILES string = [H]/N=C(/N)SCCC
LUMO energy = 0.0295 Ha
frontier orbital gap = 9.836 eV

Each line ends with the Löwdin charge.
CARTESIAN COORDINATES (ANGSTROEM)
H 0.66 -1.55 1.29  0.084
H 1.44 1.38 1.51  0.061
H 2.60 0.01 1.80  0.081
C 0.42 -0.99 0.35  -0.525
C 2.18 0.72 1.06  -0.109
C -1.92 0.16 -0.60  -0.883
H 0.14 -1.72 -0.42  0.075
H -0.52 -0.34 -1.81  0.040
N -3.17 0.65 -0.43  0.048
H -3.60 0.29 0.40  0.072
H 2.99 1.26 0.58  0.070
H 1.16 0.53 -0.87  0.094
H 2.31 -0.71 -0.62  0.102
N -1.53 -0.01 -1.78  0.071
C 1.59 -0.11 -0.09  -0.326
S -1.05 -0.12 0.89  0.955
H -3.70 0.55 -1.27  0.090

Record 3
Computed, not measured: C4H10N2S as an isolated structure, with wB97M-V/def2-TZVPD.

## Properties
HOMO energy = -8.4 eV
LUMO energy = 0.0266 Ha
frontier orbital gap = 9.098 eV

Each line ends with the Löwdin charge.
CARTESIAN COORDINATES (ANGSTROEM)
C -0.92 0.53 -0.06  -0.499
H -0.55 2.35 1.02  0.116
H 1.51 -1.39 -1.67  0.137
H -1.59 -1.89 0.92  0.051
C 1.24 -0.60 0.47  -0.373
N -2.31 0.37 -0.32  -0.359
H -3.10 1.02 0.05  0.106
H 1.96 -2.57 -0.30  0.114
C -0.50 1.98 -0.08  -0.054
S -2.94 -1.34 -0.04  0.501
H 1.47 -0.91 1.59  0.160
C 1.96 -1.38 -0.52  -0.143
H 0.58 2.12 -0.54  0.109
H -1.07 2.71 -0.67  0.060
N -0.17 -0.49 0.27  -0.044
H 2.97 -0.96 -0.45  0.054
H 1.46 0.44 0.34  0.065

Record 4
Computed, not measured: one molecule with the formula C4H10N2Si, with wB97M-V/def2-TZVPD.

## Properties
HOMO energy (spin up / spin down) = -7.6 / -7.6 eV
LUMO energy (spin up / spin down) = -0.0335 / -0.0176 Ha
frontier orbital gap (spin up / spin down) = 6.673 / 7.141 eV

Each line ends with the Löwdin charge.
CARTESIAN COORDINATES (ANGSTROEM)
H 0.56 1.54 -0.95  0.102
C 2.28 1.12 0.46  -0.131
C 0.21 0.54 -0.65  -0.178
H 1.11 -2.58 -0.52  -0.097
H -1.78 0.69 -1.25  0.132
N -1.69 -0.53 0.42  -0.029
N 1.33 0.05 0.00  -0.380
H 1.65 1.97 1.00  0.128
H 3.11 0.67 1.06  0.074
H -3.60 -0.17 -0.41  0.047
C -1.12 0.18 -0.43  -0.283
H -3.42 -1.28 1.09  0.075
Si 2.17 -1.44 -0.40  0.650
H -2.78 -1.81 -0.52  0.089
H 2.84 -1.55 0.90  -0.121
C -3.09 -0.94 0.10  -0.101
H 2.49 1.59 -0.41  0.024

Record 5
Computed, not measured: an isolated ion of composition C4H10N3 and charge +1, with wB97M-V/def2-TZVPD.

## Properties
HOMO energy (spin up / spin down) = -14.2 / -13.6 eV
LUMO energy (spin up / spin down) = -0.1724 / -0.1739 Ha
frontier orbital gap (spin up / spin down) = 9.550 / 8.890 eV
total charge = +1

Each line ends with the Löwdin charge.
CARTESIAN COORDINATES (ANGSTROEM)
N -2.24 -1.02 -0.08  0.196
H 1.26 -1.87 -0.88  0.112
N -0.03 0.43 -0.11  -0.157
C 0.67 -2.12 0.07  -0.039
C -2.39 0.25 -0.12  -0.252
H -3.29 0.81 -0.41  0.137
H 1.80 1.35 -0.78  0.117
H 0.57 2.50 -0.26  0.116
H 1.52 1.46 0.90  0.064
N -1.27 1.09 0.10  -0.003
H 0.06 0.12 -1.17  0.222
H -0.36 -0.67 1.65  0.124
C -0.04 -0.87 0.65  -0.014
H -1.39 2.01 -0.30  0.138
H 0.09 -2.97 -0.16  0.065
H 1.38 -2.48 0.84  0.090
C 1.05 1.54 0.01  0.084

Record 6
Computed, not measured: an isolated ion of composition C4H10N3 and charge +1, with wB97M-V/def2-TZVPD.

## Properties
HOMO energy = -14.9 eV
SMILES string = [H]/N=C/N1[C@H](C)[N@H+]1C
LUMO energy = -0.1204 Ha
frontier orbital gap = 11.610 eV
total charge = +1

Each line ends with the Löwdin charge.
CARTESIAN COORDINATES (ANGSTROEM)
N 2.69 0.23 0.22  0.182
H 3.61 0.21 0.52  0.054
N -0.58 -0.19 0.45  -0.014
H -1.14 0.89 -2.62  0.111
C 0.00 0.34 -0.81  -0.226
H 1.85 0.89 2.09  0.148
C -0.50 -1.59 0.75  0.027
N 0.48 0.76 0.41  0.011
H -0.93 -2.05 -0.09  0.090
H -1.90 1.31 -1.11  0.089
C 1.82 0.67 0.99  -0.165
H 0.52 -0.42 -1.33  0.152
H -0.37 2.20 -1.68  0.093
C -0.92 1.27 -1.59  0.019
H -1.32 0.31 0.84  0.162
H 0.63 -1.88 0.88  0.147
H -0.97 -1.94 1.69  0.119

Record 7
Computed, not measured: an isolated ion of composition C4H10N3 and charge +1, with wB97M-V/def2-TZVPD.

## Properties
HOMO energy (spin up / spin down) = -11.7 / -11.7 eV
SMILES string = C/C(=C\N)NC=[NH2+]
LUMO energy (spin up / spin down) = -0.1337 / -0.1337 Ha
frontier orbital gap (spin up / spin down) = 8.040 / 8.041 eV
total charge = +1

Each line ends with the Löwdin charge.
CARTESIAN COORDINATES (ANGSTROEM)
C -0.65 1.04 -0.46  -0.120
H 0.33 -1.67 1.03  0.175
H -1.73 0.94 -2.26  0.108
N 1.78 0.00 2.46  0.157
C -0.80 -1.36 -1.40  -0.014
H -0.28 -2.38 -1.13  0.123
H -1.79 2.39 -1.43  0.067
H -0.60 -0.91 -2.35  0.064
H 1.58 1.07 0.77  0.170
C -0.34 -0.33 -0.33  -0.273
H -1.84 -1.48 -1.46  0.058
N 0.51 -0.74 0.70  0.096
H -0.24 1.85 0.22  0.134
C 1.22 0.17 1.31  -0.187
H 1.65 -0.86 3.12  0.189
N -1.31 1.56 -1.56  0.088
H 2.51 0.70 2.76  0.164

Record 8
Computed, not measured: a 2-piece molecular cluster, C4H10N3O overall, with wB97M-V/def2-TZVPD.

## Properties
HOMO energy = -12.2 eV
LUMO energy = -0.1301 Ha
frontier orbital gap = 8.709 eV
total charge = +1

Each line ends with the Löwdin charge.
CARTESIAN COORDINATES (ANGSTROEM)
H 1.43 1.33 -0.51  0.090
H -2.60 0.15 1.53  0.128
N -1.80 0.19 -1.41  -0.115
C 1.50 1.24 1.60  -0.072
C -2.09 -0.43 -0.34  -0.285
H -0.25 -1.43 -1.64  0.119
H 1.36 -0.79 -1.85  0.154
N -1.37 0.63 -2.36  0.257
O -1.96 0.31 0.80  -0.032
H -3.14 -0.88 -0.37  0.163
H 2.56 1.50 1.74  0.110
C 1.23 0.71 0.28  -0.126
N 0.72 -1.33 -1.28  0.187
C 0.72 -0.53 0.06  -0.087
H 1.03 0.66 2.35  0.071
H 0.60 -1.24 0.93  0.146
H 1.16 -2.27 -1.31  0.178
H 0.90 2.18 1.78  0.115